The following is a quantum chemistry calculation of an isolated ion of composition C7H14NO and charge +1, from the OMol25 dataset.

Properties
* charge: +1
* LUMO energy (alpha / beta): -0.2151 / -0.2010 Eh
* gap between HOMO and LUMO (alpha / beta): 7.90 / 7.59 eV

Positions of all 23 atoms, in Å:
C  -0.9309  -0.6495  -0.4307
C  0.3595  0.2592  -0.3224
C  -0.6877  -1.9964  -0.9023
C  0.2166  1.6908  -0.2646
C  -2.3137  0.8535  1.0551
C  3.5920  -0.4609  0.4773
C  -2.2139  -0.0076  -0.3242
N  2.5077  0.4007  0.2123
O  1.4621  -0.2901  -0.0590
H  0.2796  -2.3005  -0.5647
H  -0.5178  -2.1542  -1.9678
H  -1.3986  -2.7555  -0.7581
H  -0.1240  1.8828  0.7198
H  1.1709  2.1718  -0.2827
H  -0.5482  2.3588  -0.8925
H  -2.0738  0.2768  1.9650
H  -3.4451  1.0533  1.0634
H  -1.7966  1.7786  1.0536
H  3.8954  -0.6250  1.5297
H  4.5167  0.1258  0.0628
H  3.5840  -1.5374  0.0846
H  -2.5128  0.7615  -1.1175
H  -3.0214  -0.8366  -0.3374

Atomic partial charges in e from the Löwdin method, atoms 1 to 8: C -0.09; C -0.19; C -0.02; C -0.01; C -0.06; C -0.08; C -0.17; N 0.05



The following is a quantum chemistry calculation of an isolated ion of composition C7H14NO and charge +1, from the OMol25 dataset.

Properties
* charge: +1
* LUMO energy: -0.1178 Eh
* SMILES: CC#C[C@@](C)([NH3+])OCC
* gap between HOMO and LUMO: 10.80 eV

Positions of all 23 atoms, in Å:
C  3.2192  -1.1824  -0.2277
C  2.0199  -0.3966  -0.0473
C  1.0153  0.1955  0.1259
C  -0.2986  0.8563  0.3897
C  0.0830  2.0291  1.4630
N  -0.8048  1.4496  -0.9270
O  -1.2384  0.0078  0.9620
C  -1.4908  -1.3455  0.5125
C  -1.8835  -1.2953  -0.9973
H  3.4445  -1.5288  0.8201
H  2.9843  -1.9381  -1.0012
H  4.0917  -0.5168  -0.3910
H  0.8290  2.7398  0.9544
H  0.7351  1.5627  2.1591
H  -0.6923  2.6329  1.9836
H  -0.0059  1.6617  -1.6323
H  -1.1976  0.5689  -1.3472
H  -1.5756  2.1093  -0.7956
H  -0.6297  -1.9130  0.8934
H  -2.3485  -1.8597  1.0484
H  -2.7954  -0.5756  -1.0328
H  -1.1643  -1.0497  -1.7669
H  -2.2966  -2.2120  -1.1456

Atomic partial charges in e from the Löwdin method, atoms 1 to 8: C -0.06; C -0.07; C 0.01; C -0.49; C 0.03; N 0.24; O -0.09; C -0.16



The following is a quantum chemistry calculation of a 2-piece molecular cluster, C7H14NS overall, from the OMol25 dataset.

Properties
* charge: +1
* LUMO energy: -0.1481 Eh
* gap between HOMO and LUMO: 8.43 eV

Positions of all 23 atoms, in Å:
C  0.4518  -2.6130  -0.2516
C  -0.6453  -2.1713  -0.5031
C  1.7384  -3.1783  0.1357
C  -1.7234  1.8877  -1.1946
C  1.5881  2.0831  0.8560
C  -1.2451  1.4275  0.2861
C  1.1116  0.7337  0.6183
N  -0.1175  0.4767  0.4124
S  -2.2374  -1.7276  -0.8608
H  2.0740  -2.9628  1.1243
H  2.5804  -2.7472  -0.4707
H  1.5903  -4.3027  -0.0972
H  -0.8290  2.1481  -1.6878
H  -2.2288  1.1567  -1.6893
H  -2.4903  2.6440  -0.8585
H  0.9437  2.7443  0.2536
H  1.7139  2.2394  1.9152
H  2.6088  2.2690  0.5058
H  -2.2355  0.8564  0.6712
H  -1.0237  2.3617  0.8491
H  -2.8478  -2.8357  -0.8508
H  1.8349  -0.0600  0.5661
H  -0.6119  -0.4296  0.2706

Atomic partial charges in e from the Löwdin method, atoms 1 to 8: C -0.14; C -0.53; C -0.09; C -0.03; C -0.01; C -0.18; C -0.06; N 0.07



Copy entry 1 word for word.
The following is a quantum chemistry calculation of an isolated ion of composition C7H14NO and charge +1, from the OMol25 dataset.

Properties
* charge: +1
* LUMO energy (alpha / beta): -0.2151 / -0.2010 Eh
* gap between HOMO and LUMO (alpha / beta): 7.90 / 7.59 eV

Positions of all 23 atoms, in Å:
C  -0.9309  -0.6495  -0.4307
C  0.3595  0.2592  -0.3224
C  -0.6877  -1.9964  -0.9023
C  0.2166  1.6908  -0.2646
C  -2.3137  0.8535  1.0551
C  3.5920  -0.4609  0.4773
C  -2.2139  -0.0076  -0.3242
N  2.5077  0.4007  0.2123
O  1.4621  -0.2901  -0.0590
H  0.2796  -2.3005  -0.5647
H  -0.5178  -2.1542  -1.9678
H  -1.3986  -2.7555  -0.7581
H  -0.1240  1.8828  0.7198
H  1.1709  2.1718  -0.2827
H  -0.5482  2.3588  -0.8925
H  -2.0738  0.2768  1.9650
H  -3.4451  1.0533  1.0634
H  -1.7966  1.7786  1.0536
H  3.8954  -0.6250  1.5297
H  4.5167  0.1258  0.0628
H  3.5840  -1.5374  0.0846
H  -2.5128  0.7615  -1.1175
H  -3.0214  -0.8366  -0.3374

Atomic partial charges in e from the Löwdin method, atoms 1 to 8: C -0.09; C -0.19; C -0.02; C -0.01; C -0.06; C -0.08; C -0.17; N 0.05